(P)
{"formula": "C9H14O", "method": "the ωB97M-V functional and the def2-TZVPD basis", "s2": 0.759, "orbital_gap_ha": [0.10823, 0.24945], "total_charge": -1, "spin_multiplicity": 2, "lumo_energy_ev": [3.8, 3.6], "elements": ["H", "H", "C", "C", "C", "C", "H", "H", "H", "H", "C", "H", "H", "H", "H", "C", "H", "C", "H", "C", "H", "H", "C", "O"], "coordinates": [[1.495, -1.739, 2.263], [-0.145, -1.262, -0.916], [0.825, -1.933, 1.421], [-0.005, -0.630, 1.072], [-0.394, 0.286, 1.955], [3.221, -0.824, -1.345], [-0.120, 0.297, 2.956], [-1.892, 0.274, -1.811], [3.025, 0.151, -1.015], [2.638, -1.442, -0.715], [-1.516, 0.284, -0.784], [1.689, -0.685, -2.705], [0.035, -2.547, 1.726], [-2.760, 2.996, 0.401], [-1.133, 2.344, 1.958], [2.728, -0.904, -2.731], [1.499, -2.342, 0.710], [-1.119, 1.361, 1.432], [2.761, -1.922, -3.192], [-1.910, 1.206, 0.266], [4.226, -0.999, -1.087], [3.418, -0.321, -3.221], [-0.477, -0.537, -0.326], [-2.857, 2.168, -0.139]], "nbo_charge": [0.187, 0.162, -0.637, -0.018, -0.301, -0.611, 0.178, 0.198, 0.209, 0.204, -0.355, 0.228, 0.208, 0.451, 0.160, -0.615, 0.194, -0.514, 0.174, 0.251, 0.181, 0.192, -0.391, -0.735]}

***

(Q)
{"formula": "C9H14O", "method": "the ωB97M-V functional and the def2-TZVPD basis", "s2": 0.762, "orbital_gap_ha": [0.12044, 0.27067], "total_charge": -1, "spin_multiplicity": 2, "lumo_energy_ev": [4.0, 3.8], "elements": ["H", "H", "C", "C", "O", "C", "H", "H", "C", "H", "H", "C", "H", "H", "H", "H", "C", "H", "C", "C", "H", "H", "C", "H"], "coordinates": [[-0.933, 1.122, 2.667], [0.466, -3.441, 0.830], [0.849, -3.042, -0.109], [-1.058, -1.411, -0.288], [-1.469, 1.765, -2.068], [-0.869, 0.636, -1.509], [-2.779, -0.046, -0.773], [-0.872, 2.167, -2.697], [1.106, -0.716, -1.039], [2.187, -0.865, -1.158], [1.940, -2.988, 0.045], [-0.056, 1.093, 2.020], [1.111, 1.271, -1.988], [-0.098, 3.305, 2.065], [0.640, -3.784, -0.887], [-0.394, 0.344, 1.289], [0.421, 2.467, 1.586], [1.502, 2.577, 1.548], [0.509, 0.470, -1.586], [0.298, -1.689, -0.457], [0.170, 2.622, 0.530], [0.668, 0.651, 2.738], [-1.711, -0.251, -0.831], [-1.628, -2.257, 0.076]], "nbo_charge": [0.184, 0.190, -0.614, -0.370, -0.727, 0.311, 0.196, 0.456, -0.353, 0.174, 0.192, -0.633, 0.175, 0.187, 0.193, 0.271, -0.630, 0.196, -0.482, -0.050, 0.225, 0.180, -0.443, 0.171]}

***

Most stable pick: (Q). Distance to second place: 0.0634 hartree.

***

(P)
{"formula": "C2H3O2P", "method": "the ωB97M-V functional and the def2-TZVPD basis", "orbital_gap_ha": 0.37010, "smiles": "C#COPO", "lumo_energy_ev": 0.6, "elements": ["O", "P", "O", "H", "C", "H", "C", "H"], "coordinates": [[2.335, 0.410, 0.330], [1.287, -0.665, -0.031], [0.022, 0.564, 0.108], [1.466, -0.670, -1.523], [-2.478, -0.245, 0.271], [2.048, 1.089, 0.990], [-1.339, 0.081, 0.060], [-3.340, -0.565, -0.205]], "nbo_charge": [-1.020, 1.215, -0.776, -0.123, -0.351, 0.531, 0.292, 0.232]}

***

(Q)
{"formula": "C2H3O2P", "method": "the ωB97M-V functional and the def2-TZVPD basis", "orbital_gap_ha": 0.38625, "smiles": "O=C1O[C@@H]1P", "lumo_energy_ev": 0.8, "elements": ["C", "H", "P", "O", "C", "H", "O", "H"], "coordinates": [[-0.209, -0.499, -0.238], [-1.495, 0.771, 1.655], [-1.423, 0.845, 0.271], [2.183, -0.963, 0.495], [1.264, -0.633, -0.154], [-0.565, 1.801, -0.012], [0.926, -0.003, -1.224], [-0.680, -1.318, -0.792]], "nbo_charge": [-0.308, -0.001, 0.303, -0.524, 0.777, -0.015, -0.449, 0.217]}

***

(R)
{"formula": "C2H3O2P", "method": "the ωB97M-V functional and the def2-TZVPD basis", "orbital_gap_ha": 0.38843, "smiles": "C=COP=O", "lumo_energy_ev": 0.2, "elements": ["C", "O", "O", "H", "P", "C", "H", "H"], "coordinates": [[-0.030, -0.135, -0.500], [4.448, -0.841, 0.989], [2.113, -0.586, 0.654], [0.392, -0.845, -1.176], [3.331, -0.073, 1.518], [0.655, 0.129, 0.597], [-1.071, 0.215, -0.417], [0.424, 1.002, 1.326]], "nbo_charge": [-0.441, -1.012, -0.870, 0.240, 1.521, 0.106, 0.233, 0.222]}

***

Most stable pick: (R). Distance to second place: 0.0583 hartree.

***

(P)
{"formula": "C6H8N4O", "method": "the ωB97M-V functional and the def2-TZVPD basis", "orbital_gap_ha": [0.20645, 0.27109], "lumo_energy_ev": [-0.5, -0.1], "elements": ["C", "N", "C", "H", "H", "H", "H", "N", "C", "N", "H", "N", "C", "H", "H", "H", "C", "O", "C"], "coordinates": [[2.950, 0.678, -0.034], [0.748, 0.034, -0.062], [-1.497, 1.108, 1.549], [-3.089, -2.027, -0.780], [2.562, 1.643, 0.435], [0.898, -2.182, -1.799], [-0.586, 2.721, 0.662], [-1.223, -2.348, -1.607], [-1.515, -0.736, -0.080], [-0.754, 2.149, 1.503], [3.333, -0.129, 0.648], [-0.098, -0.845, -0.459], [-0.046, -1.734, -1.421], [-0.072, 2.305, 2.188], [-3.178, 0.018, 0.863], [3.824, 0.759, -0.725], [-2.130, 0.188, 0.750], [1.894, 0.225, -0.897], [-2.020, -1.827, -0.736]], "nbo_charge": [-0.264, -0.069, 0.268, 0.191, 0.181, 0.210, 0.372, -0.406, 0.034, -0.679, 0.186, -0.145, 0.054, 0.399, 0.258, 0.200, -0.322, -0.406, -0.063]}

***

(Q)
{"formula": "C6H8N4O", "method": "the ωB97M-V functional and the def2-TZVPD basis", "orbital_gap_ha": 0.29052, "smiles": "Nn1[nH]ccc2[nH]ccoc1=2", "lumo_energy_ev": 0.9, "elements": ["H", "N", "H", "C", "H", "H", "H", "C", "N", "O", "C", "H", "C", "H", "C", "C", "H", "N", "N"], "coordinates": [[-1.216, 2.665, -0.609], [1.675, -1.227, -0.170], [-1.129, 1.374, -1.730], [0.350, -0.779, 0.130], [3.194, 1.758, -0.062], [3.734, -0.287, -0.227], [-2.785, -2.038, 0.524], [2.578, -0.151, -0.119], [-1.613, 1.764, -0.811], [1.024, 1.615, 0.287], [-0.757, -1.770, 0.206], [-0.633, -2.800, -0.108], [-2.016, -1.305, 0.368], [1.898, -2.075, 0.291], [0.090, 0.526, 0.344], [2.376, 1.156, 0.161], [-3.179, 0.468, 0.472], [-1.322, 1.073, 0.424], [-2.269, 0.035, 0.627]], "nbo_charge": [0.367, -0.612, 0.337, 0.042, 0.208, 0.211, 0.218, -0.068, -0.687, -0.517, -0.368, 0.226, 0.031, 0.388, 0.362, 0.037, 0.404, -0.132, -0.447]}

***

Most stable pick: (Q). Distance to second place: 0.0975 hartree.

***

(P)
{"formula": "C4H10NOP", "method": "the ωB97M-V functional and the def2-TZVPD basis", "orbital_gap_ha": 0.29404, "lumo_energy_ev": 0.7, "elements": ["H", "H", "P", "H", "N", "H", "C", "H", "O", "H", "H", "C", "C", "C", "H", "H", "H"], "coordinates": [[-1.832, 1.908, -0.830], [-3.413, -1.356, -1.980], [1.843, 0.228, -0.506], [3.057, 0.059, 1.592], [0.392, -0.852, -0.577], [0.788, 2.117, -0.075], [2.758, -0.638, 0.819], [-2.412, 2.150, 0.947], [1.306, 1.456, 0.355], [3.460, -1.254, 0.479], [-2.675, -1.748, -2.279], [-1.860, 1.522, 0.229], [-0.884, -0.689, -0.320], [-1.432, 0.304, 0.432], [1.939, -1.295, 1.240], [0.558, -1.700, -0.949], [-1.594, -0.212, 1.424]], "nbo_charge": [0.185, -0.004, 1.203, 0.256, -0.812, 0.517, -0.968, 0.213, -0.984, 0.226, 0.001, -0.522, 0.137, -0.312, 0.239, 0.382, 0.245]}

***

(Q)
{"formula": "C4H10NOP", "method": "the ωB97M-V functional and the def2-TZVPD basis", "orbital_gap_ha": 0.30016, "lumo_energy_ev": 0.2, "elements": ["H", "H", "H", "O", "H", "C", "C", "C", "H", "N", "C", "H", "P", "H", "H", "H", "H"], "coordinates": [[-1.967, 0.998, 1.756], [-2.499, -0.774, 1.963], [3.504, 0.532, 0.174], [-2.031, -1.892, -0.318], [3.262, -0.711, -0.942], [3.050, -0.422, 0.006], [-1.688, 0.826, -1.300], [1.535, -0.271, 0.248], [3.497, -1.202, 0.552], [0.727, -1.032, -0.272], [-2.439, 0.141, 1.306], [-1.438, 0.459, -2.307], [-1.468, -0.407, 0.068], [-1.162, -2.312, -0.302], [-1.163, 1.752, -1.177], [1.221, 0.622, 0.812], [-2.782, 1.003, -1.218]], "nbo_charge": [0.222, 0.231, 0.210, -0.948, 0.223, -0.667, -0.987, 0.091, 0.227, -0.629, -1.087, 0.253, 1.705, 0.510, 0.250, 0.139, 0.258]}

***

Most stable pick: (Q). Distance to second place: 0.0488 hartree.

***

(P)
{"formula": "C6H16O", "method": "the ωB97M-V functional and the def2-TZVPD basis", "orbital_gap_ha": 0.43238, "smiles": "CCC(C)CC.O", "lumo_energy_ev": 0.9, "elements": ["C", "H", "H", "C", "O", "H", "C", "H", "C", "H", "H", "H", "H", "H", "H", "C", "H", "C", "H", "H", "H", "H", "H"], "coordinates": [[-1.544, 0.105, 0.060], [1.050, -0.004, -0.683], [-2.546, 0.201, 0.490], [-0.310, -0.006, 0.967], [-0.207, -2.409, -2.092], [-1.639, -0.866, -0.499], [0.885, -0.622, 0.180], [1.230, 1.424, 1.200], [0.138, 1.485, 1.251], [2.925, -0.478, 0.027], [-0.131, 2.179, 0.482], [-0.641, -0.556, 1.878], [-2.113, 0.761, -1.920], [-0.531, -1.981, -1.311], [-0.544, 1.484, -1.470], [-1.526, 1.154, -1.086], [2.440, 0.100, 1.630], [2.296, -0.699, 0.900], [-0.524, -1.978, -2.885], [0.238, 1.954, 2.247], [2.414, -1.631, 1.407], [-2.013, 2.047, -0.680], [0.652, -1.665, -0.095]], "nbo_charge": [-0.381, 0.198, 0.216, -0.228, -0.947, 0.163, -0.386, 0.208, -0.653, 0.216, 0.211, 0.217, 0.211, 0.470, 0.206, -0.626, 0.199, -0.612, 0.474, 0.227, 0.211, 0.207, 0.200]}

***

(Q)
{"formula": "C6H16O", "method": "the ωB97M-V functional and the def2-TZVPD basis", "orbital_gap_ha": 0.40673, "smiles": "CCCCCC.O", "lumo_energy_ev": 0.7, "elements": ["H", "C", "C", "H", "C", "H", "C", "C", "O", "H", "H", "C", "H", "H", "H", "H", "H", "H", "H", "H", "H", "H", "H"], "coordinates": [[-0.808, 2.454, 0.393], [-0.553, 2.148, 1.410], [-1.363, 0.214, 0.076], [-1.922, -0.711, 0.313], [-0.530, 0.612, 1.287], [1.055, -2.430, 0.378], [0.276, -1.240, -1.416], [-0.665, -0.010, -1.272], [2.721, 0.827, -0.129], [-0.108, 0.903, -1.453], [3.456, 0.357, 0.281], [0.148, -2.209, -0.214], [0.027, -1.926, -2.228], [2.924, 0.889, -1.070], [-0.444, -1.901, 0.652], [-0.352, -3.119, -0.576], [-1.531, -0.019, -1.976], [-0.891, 0.139, 2.206], [-2.303, 0.748, -0.092], [-1.339, 2.487, 2.075], [0.407, 2.538, 1.745], [1.317, -0.963, -1.551], [0.480, 0.215, 1.160]], "nbo_charge": [0.201, -0.604, -0.410, 0.198, -0.418, 0.209, -0.415, -0.403, -0.941, 0.199, 0.473, -0.628, 0.207, 0.472, 0.213, 0.202, 0.205, 0.198, 0.209, 0.202, 0.210, 0.205, 0.216]}

***

Most stable pick: (Q). Distance to second place: 0.0141 hartree.